Record 1
C23H21F6N6O4S2V | ωB97M-V/def2-TZVPD

The geometry in ORCA input format:
```
! RIJCOSX wB97M-V def2-TZVPD def2/J DEFGRID3
* xyz 3 2
F -10.906 4.940 -1.480
O -12.549 7.601 -0.455
V -14.655 4.829 0.674
C -11.862 1.506 2.637
H -11.111 0.845 3.032
H -15.337 7.205 -1.295
H -14.127 4.103 4.868
C -14.586 3.812 3.936
H -15.424 3.121 4.155
H -17.160 9.332 1.847
F -10.343 4.618 0.640
C -14.091 1.824 -2.781
C -13.597 2.491 -0.547
C -13.610 3.143 3.005
S -12.304 6.574 2.849
H -19.958 5.341 0.397
C -16.599 9.640 -0.936
C -17.958 3.945 -1.959
N -13.755 3.320 1.681
C -15.681 7.445 -0.303
C -16.131 7.340 1.824
C -16.795 3.953 -1.236
H -12.336 1.133 -1.635
H -17.006 4.764 2.590
H -16.182 6.953 2.816
O -12.411 5.597 3.868
C -17.969 5.021 2.104
C -15.570 3.236 -1.597
S -12.435 6.306 0.108
H -12.452 2.237 4.541
H -11.561 0.957 0.566
C -19.119 4.511 -1.388
C -10.624 5.490 -0.311
H -17.939 3.528 -2.945
C -13.238 1.748 -1.673
H -20.048 4.542 -1.946
N -16.320 8.555 -0.013
C -17.870 4.922 0.587
F -14.474 7.399 4.087
H -16.041 2.402 -3.501
N -16.725 4.499 0.016
N -15.507 6.689 0.774
C -13.017 2.501 0.810
C -15.307 2.477 -2.719
F -12.636 8.336 4.728
N -13.133 5.987 1.521
H -14.970 4.738 3.512
H -13.819 1.308 -3.680
C -12.085 1.602 1.257
C -13.287 7.934 3.676
H -18.661 4.268 2.457
H -16.054 10.565 -0.665
C -19.075 4.971 -0.100
F -9.734 6.379 -0.477
H -17.655 9.872 -0.940
O -11.098 7.092 2.263
F -13.518 8.933 2.848
C -16.635 8.504 1.351
H -18.328 5.966 2.458
H -16.248 9.369 -1.921
C -12.625 2.273 3.478
O -13.398 5.326 -0.631
N -14.699 3.255 -0.580
*
```

Calculated values
HOMO energy (spin up / spin down) (eV): -17.98 / -17.97
Kohn-Sham gap (spin up / spin down) (eV): 6.0515 / 6.6763



Record 2
C22H23N3O4 | ωB97M-V/def2-TZVPD

The geometry in ORCA input format:
```
! RIJCOSX wB97M-V def2-TZVPD def2/J DEFGRID3
* xyz 0 1
H -1.160 -3.394 0.436
H 1.442 3.568 1.734
C -0.009 0.912 -1.769
C -3.343 0.484 -0.011
C 0.407 -0.541 -1.753
O 1.492 -0.948 -2.131
O 1.819 1.046 2.059
H 4.086 1.457 -1.848
H -1.303 -3.207 -1.998
C -4.847 1.878 1.254
H 1.595 -0.834 2.761
N -0.561 -1.402 -1.336
H -0.395 1.270 0.334
C -0.263 -3.566 -0.163
C 3.155 -2.315 0.939
C -4.410 -0.373 -0.294
C 3.203 3.291 -1.144
C 3.513 1.946 -1.078
C -0.403 -2.838 -1.497
C -5.899 1.028 0.959
H 3.107 -2.875 1.875
O 3.436 -0.138 0.032
H 2.241 4.941 -0.171
C 0.923 -3.220 0.729
H 4.076 -2.553 0.402
C -5.675 -0.100 0.185
O 0.879 -3.460 1.921
C 2.023 3.131 0.937
H 0.884 1.537 -1.755
H 1.013 -0.583 1.095
H 2.001 -2.331 -0.804
C 2.471 3.888 -0.129
C 2.314 1.775 1.004
H 3.542 3.876 -1.985
C 1.810 -0.341 1.812
H 3.941 -0.582 1.976
H -0.524 1.078 -2.722
C -2.011 0.176 -0.525
N -1.784 -1.029 -0.885
H -1.390 2.226 -0.766
H -4.222 -1.247 -0.896
N 2.026 -2.715 0.134
C -3.578 1.614 0.773
C 3.151 -0.811 1.244
H -2.766 2.278 1.028
H -0.204 -4.640 -0.357
C -0.948 1.241 -0.611
H -5.014 2.753 1.864
H -6.492 -0.768 -0.044
H -6.889 1.243 1.332
H 0.459 -3.005 -2.145
C 3.083 1.180 0.000
*
```

Calculated values
HOMO energy (eV): -8.42
Kohn-Sham gap (eV): 8.7143



Record 3
C3H5B | ωB97M-V/def2-TZVPD

The geometry in ORCA input format:
```
! RIJCOSX wB97M-V def2-TZVPD def2/J DEFGRID3
* xyz 0 1
H 1.272 0.168 -1.324
B 0.486 -1.177 0.211
H 2.077 0.612 0.318
H -0.306 0.853 1.460
H -2.094 -0.319 0.486
C 1.167 0.092 -0.171
H -1.310 -0.439 -1.202
C -1.184 -0.301 -0.140
C -0.109 0.510 0.363
*
```

Calculated values
HOMO energy (eV): -7.57
Kohn-Sham gap (eV): 7.3484



Record 4
C3H3O3Tl | ωB97M-V/def2-TZVPD

The geometry in ORCA input format:
```
! RIJCOSX wB97M-V def2-TZVPD def2/J DEFGRID3
* xyz 0 1
Tl -2.677 1.561 -0.091
C -0.433 0.543 -1.085
H 0.613 -2.206 2.920
H 1.464 -1.438 0.313
O -0.402 1.563 -0.282
C 1.457 -1.439 1.402
O -1.386 1.047 -1.953
H -0.699 1.901 -2.245
O 0.571 0.036 -1.591
C 1.492 -1.569 2.613
*
```

Calculated values
HOMO energy (eV): -9.87
Kohn-Sham gap (eV): 9.0183



Record 5
C12H24ClErIN2O3P | ωB97M-V/def2-TZVPD

The geometry in ORCA input format:
```
! RIJCOSX wB97M-V def2-TZVPD def2/J DEFGRID3
* xyz 2 4
O -1.120 -2.846 -0.243
H 1.998 -1.371 -4.335
H -2.399 2.343 2.227
H 0.204 -1.514 -4.242
H 2.394 -3.165 -2.711
H -3.277 1.484 3.545
C 1.082 -0.957 -3.888
O -0.523 0.570 1.082
C 0.003 -0.004 5.056
C -2.675 1.681 -5.418
H 1.731 -0.765 1.147
N -1.325 0.812 3.226
C 3.021 -0.635 -1.874
C -0.338 0.522 2.372
Cl 0.209 2.423 -2.175
C -1.063 0.974 4.659
C -2.149 0.413 -4.959
H -0.339 -1.017 4.842
H 3.106 0.457 -1.798
H -2.999 0.701 1.965
C -1.176 -1.851 -0.821
C -2.568 1.373 2.715
Er -1.147 0.819 -0.893
H 3.596 -0.985 -2.744
H 2.857 -0.201 2.417
H 1.993 -0.507 4.449
H -0.718 2.004 4.867
C 1.236 0.250 4.225
H 2.097 0.987 1.303
H 3.432 -1.110 -0.969
H 0.676 -3.489 -2.301
O -2.187 -0.756 -4.884
H -2.017 0.815 5.181
H -3.495 1.531 -6.146
C 1.572 -2.924 -2.019
P 1.250 -1.123 -2.071
H 1.663 1.233 4.467
N 0.871 0.179 2.821
H -1.840 2.244 -5.890
H 0.205 0.075 6.133
I -3.589 2.094 -0.466
C 1.942 0.049 1.862
H -3.053 2.273 -4.560
H 0.977 0.102 -4.159
H 1.880 -3.185 -0.997
*
```

Calculated values
HOMO energy (spin up / spin down) (eV): -14.59 / -14.59
Kohn-Sham gap (spin up / spin down) (eV): 5.2632 / 5.2683



Record 6
C30H36BaGe2N2O2 | ωB97M-V/def2-TZVPD

The geometry in ORCA input format:
```
! RIJCOSX wB97M-V def2-TZVPD def2/J DEFGRID3
* xyz 0 1
O 2.281 0.043 -2.519
H -0.323 0.931 -3.307
H -2.127 -3.660 -1.683
H -0.037 -2.407 1.186
O 2.070 -0.274 1.756
H 2.539 0.110 -5.070
H 6.546 -1.421 -5.135
C -4.819 1.608 -0.306
Ba 1.287 0.346 -0.443
H 0.072 -2.424 -1.599
H -4.393 -1.190 -0.287
H -1.012 2.332 -4.099
C -1.139 2.409 -1.933
C -7.113 3.210 -0.301
H 4.540 -0.577 -6.334
H -1.910 3.188 -1.940
H -0.963 2.408 3.419
H -8.202 1.365 -0.356
H -1.439 -3.447 -3.290
H -0.188 2.925 -1.768
C 3.359 -0.325 -3.144
C 2.920 -0.801 5.793
C -6.092 1.032 -0.336
H -2.081 1.117 -3.402
H 1.590 -0.666 4.108
H 6.509 -1.558 -2.678
H -5.759 4.874 -0.251
H -3.746 3.467 -0.256
C 4.956 -0.767 3.911
C 3.417 -0.258 -4.553
C -0.998 -1.921 1.374
N 4.220 -0.854 1.176
C -5.858 3.796 -0.274
H -1.852 3.255 1.250
C -3.513 -0.556 -0.298
C 2.617 -0.720 4.443
C -1.123 1.718 2.590
C -1.141 1.653 -3.256
H 5.738 -0.756 3.164
C 4.538 -0.644 -5.253
Ge -1.699 1.385 -0.324
C 3.273 -0.611 2.040
C 4.243 -0.860 6.206
C -2.031 -2.957 1.815
H 2.122 -0.816 6.526
H -0.579 -1.190 -2.649
H -2.215 -3.698 1.034
H -0.818 -1.205 2.176
C 5.665 -1.117 -4.586
H -8.002 3.826 -0.300
C 5.637 -1.192 -3.210
C -1.852 -2.915 -2.432
N 3.767 -0.636 -0.131
H -2.077 1.214 2.758
Ge -1.593 -0.973 -0.272
C 3.630 -0.705 3.490
H 6.294 -0.883 5.578
C -0.854 -1.902 -1.869
H 5.597 -1.347 -0.678
H 4.481 -0.919 7.260
C 5.260 -0.841 5.260
H -0.329 0.970 2.637
C -1.111 2.447 1.254
C -4.724 2.999 -0.277
H -2.769 -2.420 -2.756
C -3.593 0.803 -0.307
H -6.200 -0.043 -0.363
C -7.224 1.826 -0.333
C 4.643 -0.941 -1.019
C 4.515 -0.809 -2.459
H -0.145 2.928 1.071
H -1.696 -3.495 2.703
H -2.986 -2.485 2.053
*
```

Calculated values
HOMO energy (eV): -7.00
Kohn-Sham gap (eV): 6.9999



no.,M (g/mol),F_max (eV/Å)
1,674.5,1.54
2,393.4,0.95
3,51.9,5.50
4,291.4,8.06
5,604.9,7.06
6,739.2,1.43